1.
Computed, not measured: a cluster of 9 separate species, C33H92N10O9 in total at a distorted geometry, with the ωB97M-V functional and the def2-TZVPD basis.

Values from the calculation:
- energy above the lowest of the compared OMol25 structures with the same formula, charge and spin (kJ/mol) = 206.3
- SMILES string = COC[C@H](C)N.COC[C@H](C)N.COC[C@H](C)N.COC[C@H](C)N.COC[C@H](C)N.COC[C@H](C)N.COC[C@H](C)N.COC[C@H](C)N.NC(N)=O
- total energy (eV) = -69037.067

```
144
C33H92N10O9 the ωB97M-V functional and the def2-TZVPD basis
C -11.3775 10.4499 -14.8506
O -12.5046 10.3135 -15.7018
C -13.6836 10.6781 -15.0013
C -14.8987 10.6900 -15.9229
C -15.1561 9.3623 -16.6149
N -14.6692 11.7657 -16.9243
H -11.3254 11.4805 -14.4941
H -10.4228 10.2313 -15.3290
H -11.4132 9.7349 -14.0243
H -13.8148 9.8954 -14.2384
H -13.5726 11.6260 -14.4634
H -15.8097 11.0268 -15.4258
H -15.1158 8.6111 -15.8178
H -14.4937 9.0374 -17.4114
H -16.2018 9.3598 -16.9252
H -14.5051 12.6172 -16.3889
H -13.7108 11.6757 -17.2675
C -17.9208 18.5883 -15.7563
O -18.1773 19.6614 -16.6319
C -18.9108 20.7416 -16.0593
C -19.1063 21.8625 -17.0518
C -19.7832 23.1174 -16.5531
N -19.9577 21.3814 -18.1677
H -18.8927 18.2086 -15.4090
H -17.4248 18.9057 -14.8353
H -17.3823 17.8122 -16.2900
H -19.8569 20.2651 -15.7628
H -18.3615 21.0152 -15.1481
H -18.2185 22.0517 -17.6638
H -19.6260 24.0140 -17.1501
H -19.4297 23.4110 -15.5561
H -20.8617 23.0188 -16.4124
H -20.8346 21.0340 -17.7920
H -19.4878 20.6413 -18.6724
C -14.7680 23.0654 -15.7994
O -14.9792 22.1965 -14.6948
C -14.7056 20.8358 -15.0397
C -14.5966 19.9486 -13.7776
C -13.5425 20.4894 -12.7699
N -14.0776 18.6165 -14.1942
H -13.8484 22.8694 -16.3503
H -14.8114 24.0548 -15.3403
H -15.6586 23.0353 -16.4362
H -15.4825 20.4637 -15.7149
H -13.7877 20.7716 -15.6360
H -15.5708 19.8611 -13.2979
H -13.6552 21.5427 -12.5107
H -12.5866 20.4438 -13.2978
H -13.5289 19.8948 -11.8596
H -13.0780 18.7466 -14.2829
H -14.4925 18.4963 -15.1226
C -13.5758 21.2601 -20.2926
O -14.6600 20.3858 -20.0969
C -15.9291 20.9724 -20.2611
C -17.0057 19.9020 -20.4617
C -18.2834 20.3764 -21.1222
N -17.3215 18.9638 -19.3469
H -12.7065 20.8523 -19.7797
H -13.7932 22.2625 -19.9064
H -13.3841 21.3923 -21.3641
H -16.1545 21.6606 -19.4342
H -16.0324 21.6270 -21.1391
H -16.5053 19.1643 -21.1052
H -19.1397 19.7112 -21.0691
H -18.0415 20.6465 -22.1520
H -18.6093 21.2704 -20.5777
H -16.4255 18.5147 -19.1541
H -17.4783 19.3943 -18.4234
C -13.4034 11.1618 -23.3824
O -14.1764 11.9231 -22.4807
C -13.8768 13.3108 -22.5080
C -14.3719 14.0170 -21.2506
C -15.7710 13.5848 -20.8438
N -14.2876 15.4846 -21.3818
H -14.0040 10.2886 -23.6299
H -12.4623 10.8607 -22.9128
H -13.1536 11.7466 -24.2730
H -12.7757 13.3401 -22.4982
H -14.1190 13.7741 -23.4717
H -13.6722 13.7141 -20.4668
H -16.5697 13.8239 -21.5508
H -15.9304 14.1947 -19.9490
H -15.9569 12.5431 -20.5913
H -14.5712 15.7554 -22.3277
H -13.3372 15.8283 -21.2853
C -14.0642 18.4335 -23.0965
O -14.3540 17.1410 -23.6626
C -15.6321 17.0299 -24.2545
C -15.8557 15.7375 -25.0489
C -14.7170 15.4432 -26.0198
N -17.1476 15.7027 -25.7166
H -13.2928 18.9581 -23.6561
H -13.7352 18.2045 -22.0845
H -14.9986 18.9941 -23.0702
H -16.3831 17.1497 -23.4675
H -15.8730 17.8120 -24.9882
H -15.8601 14.8965 -24.3458
H -14.3087 16.3656 -26.4470
H -14.9065 14.7238 -26.8133
H -13.8575 15.0580 -25.4572
H -17.1973 14.8763 -26.2954
H -17.3048 16.4871 -26.3406
C -13.9699 14.9835 -14.7095
O -15.0031 14.4770 -15.5541
C -16.3189 14.7825 -15.1159
C -17.2949 14.4988 -16.2503
C -18.7709 14.7593 -15.8853
N -17.2169 13.1560 -16.8008
H -14.2062 14.8417 -13.6545
H -13.8611 16.0533 -14.9096
H -13.0038 14.5453 -14.9586
H -16.4914 14.1810 -14.2144
H -16.4917 15.8045 -14.7638
H -17.0789 15.2077 -17.0665
H -18.9014 14.3594 -14.8770
H -19.4791 14.3414 -16.5961
H -19.0151 15.8251 -15.8729
H -17.7184 12.9862 -17.6599
H -16.2446 12.8659 -16.9978
C -10.0043 10.3932 -21.2794
O -10.0222 11.8168 -21.1406
C -11.0254 12.2364 -20.2333
C -10.5235 12.3885 -18.7969
C -11.3908 13.2340 -17.8801
N -9.2241 13.0870 -18.8196
H -10.9329 9.9999 -21.7040
H -9.7029 9.9907 -20.3131
H -9.3353 10.2207 -22.1272
H -11.3828 13.1962 -20.6128
H -11.8376 11.5121 -20.0833
H -10.2408 11.4797 -18.2566
H -12.4677 13.1411 -18.0378
H -11.2262 14.3134 -17.9733
H -11.1218 13.0639 -16.8371
H -9.3831 14.0812 -18.9586
H -8.6069 12.8374 -19.5831
N -14.2876 17.6403 -19.1702
C -14.5350 17.1091 -17.9359
N -14.4728 15.7705 -17.9330
O -14.7450 17.8686 -16.9773
H -14.0738 17.0268 -19.9401
H -14.1347 18.6370 -19.1534
H -14.4875 15.2233 -18.7742
H -14.6526 15.2515 -17.0732
```

2.
Computed, not measured: a structure of composition C33H93BeF3O31 at a distorted geometry, with the ωB97M-V functional and the def2-TZVPD basis.

Values from the calculation:
- ⟨S²⟩ = 0.7515
- spin multiplicity = 2
- charge = -1
- total energy (eV) = -107744.154

```
161
C33H93BeF3O31 the ωB97M-V functional and the def2-TZVPD basis
Be -1.7344 -1.2296 2.5712
C 1.1829 -0.2335 1.3915
O -0.0610 -0.2780 0.6999
O 0.8814 -0.7526 2.6730
C 2.3808 -0.8832 0.6869
F 2.6474 -0.3880 -0.5215
F 3.4724 -0.8464 1.4397
F 2.2270 -2.1722 0.4175
C -0.1064 0.4395 -0.5471
C -1.5932 0.4918 -0.8915
H -2.1529 1.0049 -0.1095
H -1.8079 1.0561 -1.7991
H -1.9502 -0.5332 -0.9912
H 0.3511 0.0066 -1.4368
H 0.1933 1.4875 -0.5507
H 1.4650 0.8178 1.4473
C -1.9870 2.4053 2.7536
O -2.6680 1.1781 2.6006
H -2.0469 3.0299 1.8624
H -2.4115 3.0525 3.5212
H -0.9407 2.2617 3.0231
C 1.8413 1.2385 5.4166
C 3.2981 1.0913 4.8128
O 4.0433 2.3179 4.9755
O 1.0507 2.2471 4.7767
H 1.9681 1.6665 6.4110
H 1.3554 0.2647 5.4778
H 3.2976 0.8088 3.7600
H 3.8564 0.4224 5.4677
H 3.4586 2.9986 4.6344
H 0.7226 1.9968 3.9099
C -5.8872 1.8557 1.8630
C -6.9078 2.9589 1.5704
O -6.6501 4.1870 2.2043
O -4.8121 1.9239 0.9330
H -6.3150 0.9098 1.5305
H -5.4887 1.7495 2.8719
H -7.9157 2.7459 1.9266
H -7.0041 3.0429 0.4879
H -6.2295 4.7243 1.5290
H -4.0051 1.7893 1.4352
C 0.0245 3.8031 -3.3208
C 0.3447 5.2801 -3.6047
O -0.2730 6.1521 -2.6895
O 0.7537 3.4876 -2.1674
H 0.3124 3.1138 -4.1146
H -1.0372 3.5894 -3.1979
H 0.0790 5.4697 -4.6447
H 1.4317 5.3533 -3.5722
H -0.3362 5.6229 -1.8909
H 0.3162 3.8064 -1.3746
C -5.8708 -1.0242 -1.9350
C -5.7946 -0.0188 -3.1624
O -4.5405 0.6579 -3.0859
O -5.9169 -0.2718 -0.7026
H -5.0364 -1.7249 -1.9059
H -6.7869 -1.6103 -2.0078
H -6.5457 0.7623 -3.0444
H -5.9974 -0.5104 -4.1138
H -4.4435 0.9866 -2.1891
H -6.6187 0.3816 -0.7493
C 5.3621 -2.7346 -1.8701
C 4.4190 -3.7284 -2.5737
O 5.1399 -4.8282 -3.2161
O 5.8479 -1.7939 -2.7955
H 6.1463 -3.2521 -1.3175
H 4.9404 -2.1954 -1.0219
H 3.8040 -3.2626 -3.3437
H 3.6956 -4.1218 -1.8596
H 4.4813 -5.4775 -3.4735
H 5.8388 -0.9072 -2.4277
C 6.4120 -1.2502 3.5261
C 6.4206 -2.0868 4.8745
O 6.9556 -3.3722 4.5822
O 7.6659 -1.2105 2.8791
H 6.1645 -0.2171 3.7703
H 5.7725 -1.7028 2.7683
H 5.5359 -1.9950 5.5045
H 7.1778 -1.6257 5.5086
H 6.9776 -3.9005 5.3835
H 7.7849 -2.0692 2.4667
C 2.3132 -4.4322 3.2081
C 3.0039 -3.3047 3.9979
O 1.9858 -2.5023 4.6545
O 1.5571 -5.2970 3.9785
H 3.1249 -5.0519 2.8270
H 1.7212 -4.0124 2.3948
H 3.5618 -2.6353 3.3431
H 3.7672 -3.6950 4.6711
H 1.5492 -2.0196 3.9489
H 2.2089 -5.8453 4.4214
C -3.9659 4.1621 -1.4725
C -4.0116 5.1781 -2.6486
O -5.1461 6.0650 -2.6091
O -5.1237 3.2816 -1.4029
H -3.8689 4.7589 -0.5656
H -3.0711 3.5416 -1.4235
H -3.9431 4.5716 -3.5517
H -3.0391 5.6684 -2.6039
H -5.0218 6.8696 -3.1178
H -5.0085 2.7015 -0.6467
C -2.0712 -0.1081 -5.6364
C -1.2739 1.1215 -5.1437
O -2.1905 2.0539 -4.5459
O -2.7220 -0.9640 -4.6088
H -1.5112 -0.7577 -6.3092
H -2.8860 0.2429 -6.2696
H -0.7743 1.6940 -5.9252
H -0.4459 0.8529 -4.4877
H -2.5611 1.4964 -3.8579
H -3.4283 -0.4856 -4.1684
C 4.8072 2.6854 1.6998
C 4.2334 2.8622 0.2574
O 5.2297 3.0637 -0.7008
O 5.4974 3.7497 2.2798
H 5.4623 1.8197 1.6016
H 4.0793 2.4244 2.4680
H 3.6320 3.7712 0.2512
H 3.6481 1.9723 0.0256
H 5.0750 3.9125 -1.1218
H 5.1315 3.9132 3.1521
C -0.9712 -4.2858 1.0295
C -1.3922 -4.6277 2.5050
O -0.7567 -3.7223 3.3660
O -1.3943 -2.9447 0.6917
H -1.4896 -4.9268 0.3164
H 0.0879 -4.2761 0.7722
H -1.1728 -5.6732 2.7214
H -2.4711 -4.4787 2.5487
H 0.0589 -4.1403 3.6517
H -1.5171 -2.8502 -0.2557
C 2.4789 0.8326 -3.6596
C 3.9294 1.2844 -3.9737
O 3.9640 2.7049 -4.1593
O 2.3455 -0.5312 -3.9355
H 1.7467 1.2924 -4.3234
H 2.2001 1.0283 -2.6242
H 4.1850 0.7152 -4.8674
H 4.6929 0.8501 -3.3283
H 3.1817 2.8524 -4.6959
H 1.4048 -0.7142 -3.8782
C -4.8814 -1.8858 3.3078
C -4.8245 -2.3036 1.8618
O -4.0325 -1.3556 1.1573
O -3.6285 -2.2610 3.8374
H -5.7760 -2.3348 3.7393
H -5.1064 -0.8422 3.5279
H -5.8413 -2.2522 1.4725
H -4.4776 -3.3092 1.6239
H -4.4925 -0.6016 0.7813
H -3.7197 -2.9102 4.5387
C 0.3552 -3.2637 -3.4365
C -0.0058 -3.8663 -2.0662
O -1.4095 -3.7315 -1.8297
O 0.0573 -1.8800 -3.5733
H -0.2016 -3.8325 -4.1812
H 1.3994 -3.4009 -3.7173
H 0.6138 -3.3606 -1.3256
H 0.3981 -4.8786 -2.0814
H -1.8057 -4.0596 -2.6402
H -0.8819 -1.8118 -3.3867
```